# 1
Density functional theory data (ωB97M-V with the def2-TZVPD basis set) for C11H11Cl2GdO3PTi as an isolated structure at a distorted geometry.

Geometry (Å):
Gd1 0.104 1.090 -7.256
Ti1 0.128 0.079 0.297
Cl1 -0.677 3.279 -6.786
Cl2 1.977 -1.028 -0.569
C1 -0.662 -1.217 1.419
C2 -0.451 1.427 -9.657
C3 0.584 -1.032 -8.488
O1 -1.237 -2.152 1.897
O2 -0.752 1.708 -10.727
O3 0.849 -2.075 -8.910
C4 1.887 -1.271 2.714
P1 0.722 0.205 2.471
C5 -0.635 1.619 2.109
C6 0.700 0.508 4.245
C7 0.215 -0.465 5.116
C8 0.459 -0.347 6.473
C9 1.197 0.739 6.974
C10 1.705 1.685 6.083
C11 1.483 1.579 4.730
H1 1.724 -2.077 1.994
H2 1.784 -1.624 3.740
H3 2.867 -0.818 2.575
H4 -1.396 1.530 2.902
H5 -0.140 2.593 2.220
H6 -1.119 1.517 1.087
H7 -0.302 -1.347 4.731
H8 0.079 -1.099 7.168
H9 1.366 0.841 8.048
H10 2.281 2.536 6.470
H11 1.925 2.280 4.020

multiplicity: 9
net charge: +4
LUMO energy (alpha / beta): -16.398 / -14.690 eV
HOMO level (alpha / beta): -0.700 / -0.703 hartree

# 2
Density functional theory data (ωB97M-V with the def2-TZVPD basis set) for an isolated ion of composition C11H11Cl2N2 and charge +1 at a distorted geometry.

Geometry (Å):
C1 3.473 -0.595 0.444
C2 2.082 -0.587 -0.138
C3 1.315 -1.724 -0.192
C4 -0.131 -1.570 -0.412
C5 -0.681 -0.349 -0.799
C6 -2.177 -0.240 -0.899
Cl1 -2.839 0.833 -2.223
C7 -2.652 0.231 0.558
N1 -2.714 1.632 0.606
C8 -3.892 2.048 0.577
N2 -4.806 0.897 0.533
C9 -4.074 -0.187 0.609
Cl2 -4.642 -1.745 0.626
C10 0.132 0.794 -0.767
C11 1.452 0.681 -0.381
H1 3.943 -1.672 0.643
H2 4.108 -0.090 -0.213
H3 3.324 0.023 1.303
H4 1.768 -2.762 -0.139
H5 -0.667 -2.493 -0.543
H6 -2.461 -1.306 -1.055
H7 -1.908 -0.172 1.356
H8 -4.293 3.020 0.562
H9 -5.832 1.056 0.524
H10 -0.319 1.717 -1.125
H11 2.072 1.652 -0.263

net charge: +1
LUMO energy: -5.200 eV
HOMO level: -0.442 hartree
SMILES: Cc1ccc([C@H](Cl)[C@H]2N=C[NH+]=C2Cl)cc1

# 3
Density functional theory data (ωB97M-V with the def2-TZVPD basis set) for C11H11ClN2O2Pb as an isolated structure at a distorted geometry.

Geometry (Å):
Cl1 0.321 -1.147 -4.077
C1 2.375 0.950 0.544
C2 1.459 1.846 1.144
C3 0.799 2.546 0.107
H1 1.279 1.948 2.207
C4 1.283 2.092 -1.154
C5 2.268 1.106 -0.860
H2 2.716 0.501 -1.629
H3 3.010 0.254 1.077
H4 -0.036 3.217 0.209
C6 0.701 2.378 -2.489
Pb1 -0.444 -0.273 -0.503
C7 -2.898 0.585 0.217
O1 -3.944 0.412 0.664
C8 0.185 -2.480 -1.828
O2 0.055 -3.611 -1.948
H5 -0.360 2.654 -2.467
H6 0.717 1.524 -3.182
H7 1.200 3.216 -2.984
N1 -0.904 -2.980 3.191
C9 0.082 -2.291 3.936
C10 0.510 -1.304 3.094
N2 -0.175 -1.385 1.871
C11 -1.014 -2.402 1.994
H8 -1.482 -3.795 3.429
H9 0.364 -2.571 4.948
H10 1.243 -0.519 3.209
H11 -1.709 -2.741 1.241

energy relative to the best compared isomer or geometry (same formula, charge and spin): 50.0 kJ/mol
net charge: +2
LUMO energy (alpha / beta): -9.410 / -10.706 eV
HOMO level (alpha / beta): -0.574 / -0.579 hartree

# 4
Density functional theory data (ωB97M-V with the def2-TZVPD basis set) for C11H11FeN3O5 as an isolated structure at a distorted geometry.

Geometry (Å):
Fe1 -0.569 -0.214 0.784
O1 -0.435 2.776 0.464
C1 -0.408 1.610 0.551
C2 -0.151 -1.808 -0.004
O2 0.201 -2.866 -0.168
C3 1.572 0.032 0.884
O3 2.681 0.099 0.522
C4 -2.282 0.204 -0.017
O4 -3.117 0.270 -0.839
C5 0.239 0.810 -3.509
H1 -0.691 1.329 -3.159
H2 1.101 1.249 -2.961
C6 0.220 -0.565 -3.689
H3 1.089 -1.190 -3.317
H4 -0.719 -1.129 -3.384
C7 1.353 0.833 5.231
N1 0.376 0.002 4.536
C8 -0.591 -0.732 5.177
C9 -1.454 -1.508 4.440
C10 -1.422 -1.544 3.053
N2 -0.439 -0.793 2.485
C11 0.524 -0.126 3.212
O5 1.592 0.406 2.678
N3 -2.306 -2.093 2.166
H5 1.979 1.451 4.577
H6 2.094 0.272 5.801
H7 0.924 1.556 5.916
H8 -0.522 -0.634 6.248
H9 -2.197 -2.109 4.903
H10 -3.002 -2.774 2.446
H11 -2.080 -2.088 1.147

multiplicity: 6
energy relative to the best compared isomer or geometry (same formula, charge and spin): 136.6 kJ/mol
net charge: +3
LUMO energy (alpha / beta): -12.294 / -15.279 eV
HOMO level (alpha / beta): -0.713 / -0.726 hartree

# 5
Density functional theory data (ωB97M-V with the def2-TZVPD basis set) for a 2-piece molecular cluster, C11H11N overall at a distorted geometry.

Geometry (Å):
C1 -1.056 -1.019 -0.990
C2 -1.980 -1.421 0.035
C3 -2.765 -0.437 0.710
C4 -2.509 0.868 0.504
C5 -1.477 1.253 -0.357
C6 -0.829 0.376 -1.181
H1 -0.591 -1.754 -1.666
H2 -2.071 -2.555 0.164
H3 -3.488 -0.777 1.454
H4 -3.190 1.585 0.974
H5 -1.467 2.394 -0.546
H6 -0.261 0.732 -2.131
C7 2.124 1.304 0.090
C8 2.271 0.351 -0.956
C9 2.204 -1.027 -0.553
N1 1.774 -1.481 0.567
C10 1.437 -0.599 1.440
C11 1.663 0.750 1.280
H7 2.331 2.295 0.031
H8 2.500 0.496 -2.001
H9 2.573 -1.645 -1.368
H10 1.356 -1.142 2.380
H11 1.453 1.454 2.120

energy relative to the best compared isomer or geometry (same formula, charge and spin): 220.4 kJ/mol
LUMO energy: 0.955 eV
HOMO level: -0.333 hartree
SMILES: c1ccccc1.c1ccncc1

# 6
Density functional theory data (ωB97M-V with the def2-TZVPD basis set) for a 2-piece molecular cluster, C11H11N overall at a distorted geometry.

Geometry (Å):
C1 2.582 1.269 -0.577
C2 2.469 0.066 -1.296
C3 2.025 -1.251 -0.851
C4 1.885 -1.263 0.579
C5 2.298 -0.280 1.405
C6 2.442 1.090 0.880
H1 2.466 2.236 -1.072
H2 2.578 0.332 -2.384
H3 1.944 -2.106 -1.384
H4 1.461 -2.191 0.995
H5 2.093 -0.355 2.414
H6 2.412 1.813 1.676
C7 -0.859 0.349 0.032
C8 -1.332 -0.966 -0.041
C9 -2.738 -1.272 -0.057
N1 -3.751 -0.194 0.053
C10 -3.201 1.040 0.028
C11 -1.842 1.325 -0.180
H7 0.292 0.582 -0.149
H8 -0.587 -1.707 0.034
H9 -3.215 -2.176 -0.170
H10 -3.872 1.918 0.379
H11 -1.688 2.377 -0.245

energy relative to the best compared isomer or geometry (same formula, charge and spin): 345.9 kJ/mol
LUMO energy: 0.608 eV
HOMO level: -0.339 hartree
SMILES: c1ccccc1.c1ccncc1

# 7
Density functional theory data (ωB97M-V with the def2-TZVPD basis set) for an isolated ion of composition C11H11N2 and charge +1 at a distorted geometry.

Geometry (Å):
C1 -0.474 2.759 -0.932
C2 1.303 -2.227 2.095
C3 1.954 -2.435 0.817
C4 0.242 -1.336 2.235
C5 1.513 -1.578 -0.276
C6 -0.140 -0.483 1.144
C7 0.419 -0.700 -0.178
C8 -1.318 0.149 1.145
C9 -0.183 -0.192 -1.414
C10 0.614 0.900 -2.116
C11 -2.269 0.991 1.011
N1 -1.469 3.196 -0.522
N2 0.461 2.122 -1.402
H1 1.400 -2.805 2.965
H2 2.889 -3.024 0.595
H3 -0.176 -1.249 3.245
H4 2.039 -1.839 -1.188
H5 -0.116 -1.006 -2.145
H6 -1.173 0.212 -1.302
H7 1.618 0.572 -2.017
H8 0.228 1.085 -3.130
H9 -1.870 4.055 -0.171
H10 -2.157 2.130 0.695
H11 -3.334 0.703 0.846

energy relative to the best compared isomer or geometry (same formula, charge and spin): 504.2 kJ/mol
net charge: +1
LUMO energy: -5.767 eV
HOMO level: -0.474 hartree

# 8
Density functional theory data (ωB97M-V with the def2-TZVPD basis set) for an isolated ion of composition C11H11N2O and charge +1 at a distorted geometry.

Geometry (Å):
C1 -3.462 0.343 1.431
C2 -3.227 -0.319 0.234
C3 -2.408 0.971 2.001
C4 -1.981 -0.533 -0.308
C5 -1.102 0.806 1.488
C6 -0.836 0.040 0.293
C7 -0.132 1.465 2.206
C8 1.437 0.329 0.608
C9 2.026 -0.313 -1.997
C10 0.753 -0.870 -1.513
C11 3.140 -0.533 -0.925
N1 0.452 -0.174 -0.189
N2 2.659 0.204 0.221
O1 0.330 2.087 3.008
H1 -4.369 0.483 1.862
H2 -3.943 -0.810 -0.282
H3 -2.484 1.683 2.940
H4 -1.921 -1.180 -1.271
H5 2.170 -0.821 -2.927
H6 1.736 0.798 -2.161
H7 -0.222 -0.631 -2.164
H8 0.877 -2.070 -1.476
H9 3.045 -1.627 -0.617
H10 4.211 -0.109 -1.279
H11 3.250 0.781 0.819

energy relative to the best compared isomer or geometry (same formula, charge and spin): 356.9 kJ/mol
net charge: +1
LUMO energy: -4.496 eV
HOMO level: -0.466 hartree

# 9
Density functional theory data (ωB97M-V with the def2-TZVPD basis set) for a 2-piece molecular cluster, C11H11N3 overall at a distorted geometry.

Geometry (Å):
C1 3.895 1.153 -0.607
C2 2.551 1.701 -0.985
C3 4.042 0.032 0.132
C4 1.344 1.272 -0.493
C5 -3.456 -0.035 -1.599
C6 3.130 -0.834 0.809
C7 -3.312 -1.097 -0.965
C8 -2.232 1.083 0.381
C9 1.004 0.091 0.311
C10 -3.201 1.855 0.762
C11 -3.149 -2.342 -0.254
N1 -1.201 0.442 0.143
N2 1.891 -0.844 0.920
N3 -0.164 -0.155 0.693
H1 4.815 1.747 -0.912
H2 2.645 2.624 -1.501
H3 5.074 -0.335 0.049
H4 0.451 1.887 -0.747
H5 -3.385 0.749 -2.361
H6 3.621 -1.789 1.170
H7 -3.307 2.880 0.486
H8 -3.966 1.394 1.301
H9 -2.245 -2.250 0.356
H10 -3.052 -3.121 -0.979
H11 -3.902 -2.596 0.461

energy relative to the best compared isomer or geometry (same formula, charge and spin): 795.1 kJ/mol
LUMO energy: -0.582 eV
HOMO level: -0.279 hartree

# 10
Density functional theory data (ωB97M-V with the def2-TZVPD basis set) for C11H11N6PtS5Sb as an isolated structure.

Geometry (Å):
Pt1 0.138 -0.902 0.969
S1 -4.262 -2.968 1.900
Sb1 -2.066 -3.220 2.551
S2 -0.778 -2.944 0.473
S3 -1.224 -0.901 2.859
C1 -0.821 -1.933 -4.594
C2 -0.784 -0.458 -4.183
C3 -1.253 -0.256 -2.780
N1 -0.516 0.204 -1.840
N2 -1.145 0.215 -0.608
C4 -2.399 -0.224 -0.658
N3 -3.235 -0.239 0.374
S4 -2.863 -0.693 -2.260
H1 -0.423 -2.061 -5.601
H2 -1.842 -2.319 -4.581
H3 -0.227 -2.532 -3.904
H4 -1.393 0.139 -4.867
H5 0.236 -0.077 -4.227
H6 -2.756 -0.085 1.265
H7 -3.867 -1.047 0.482
S5 2.013 -1.185 -0.536
C5 3.015 -1.793 0.674
N4 3.628 -2.181 1.577
N5 3.378 2.398 5.482
C6 2.880 2.287 4.453
C7 2.258 2.201 3.149
C8 2.268 3.293 2.293
C9 1.666 3.174 1.056
C10 1.076 1.971 0.711
N6 1.060 0.931 1.545
C11 1.637 1.026 2.740
H8 2.744 4.214 2.602
H9 1.654 3.998 0.357
H10 0.607 1.815 -0.252
H11 1.597 0.154 3.378

multiplicity: 2
energy relative to the best compared isomer or geometry (same formula, charge and spin): 0.0 kJ/mol
net charge: -1
LUMO energy (alpha / beta): 1.748 / 1.146 eV
HOMO level (alpha / beta): -0.162 / -0.161 hartree

# 11
Density functional theory data (ωB97M-V with the def2-TZVPD basis set) for the molecule C11H11NO at a distorted geometry.

Geometry (Å):
C1 0.396 1.095 2.345
C2 0.939 0.178 1.212
C3 2.185 -0.494 1.336
C4 2.799 -1.163 0.318
C5 2.020 -1.350 -0.841
C6 0.819 -0.748 -0.960
C7 0.030 -1.070 -2.323
C8 0.281 0.099 -0.011
C9 -1.067 0.711 -0.184
N1 -1.474 1.777 -0.837
C10 -2.885 1.676 -0.719
C11 -3.201 0.540 0.019
O1 -2.075 -0.061 0.306
H1 0.094 0.358 3.071
H2 1.221 1.753 2.711
H3 -0.397 1.602 1.981
H4 2.570 -0.315 2.277
H5 3.672 -1.772 0.490
H6 2.490 -1.813 -1.652
H7 -0.223 -2.190 -2.462
H8 0.442 -0.722 -3.234
H9 -0.976 -0.589 -2.096
H10 -3.485 2.323 -1.208
H11 -4.175 0.174 0.460

energy relative to the best compared isomer or geometry (same formula, charge and spin): 148.4 kJ/mol
LUMO energy: 0.915 eV
HOMO level: -0.333 hartree
SMILES: Cc1cccc(C)c1-c1ncco1

# 12
Density functional theory data (ωB97M-V with the def2-TZVPD basis set) for C11H11NO as an isolated structure at a distorted geometry.

Geometry (Å):
C1 2.690 -2.910 0.325
C2 0.526 -1.714 0.032
C3 -0.756 -1.568 0.538
C4 -1.517 -0.389 0.335
C5 -2.957 -0.199 0.488
C6 -0.757 0.759 -0.137
C7 -1.268 1.961 -0.263
C8 -0.455 2.992 -0.632
C9 0.941 2.895 -0.748
C10 1.425 1.552 -0.860
C11 0.493 0.453 -0.605
H1 3.207 -1.796 0.781
H2 3.297 -3.429 -0.865
H3 2.990 -3.776 1.477
H4 -1.359 -2.392 1.004
H5 -3.529 -1.048 0.710
H6 -3.272 0.169 -0.518
H7 -3.052 0.416 1.458
H8 -2.272 2.164 -0.035
H9 -0.699 4.063 -0.413
H10 1.474 3.795 -0.750
H11 2.433 1.617 -1.128
N1 1.133 -0.700 -0.491
O1 1.284 -2.912 0.297

energy relative to the best compared isomer or geometry (same formula, charge and spin): 495.1 kJ/mol
LUMO energy: 0.190 eV
HOMO level: -0.308 hartree